64
Properties=species:S:1:pos:R:3:forces:R:3 method="wB97M-V/def2-TZVPD" homo_energy_ev=-16.96 charge=+3 orbital_gap_ev=5.542
Ta -1.357 1.421 1.006 0.4 2.8 1.6
Sb -1.685 -0.912 -0.513 -0.1 -0.6 -0.3
Sb 1.172 1.297 -0.359 -0.3 -0.1 -0.1
S -1.987 3.962 4.482 -0.2 0.1 0.1
S -0.248 2.101 2.959 -0.2 -0.6 -0.7
S -1.336 3.609 0.199 0.1 -0.8 0.0
S -2.945 5.368 1.968 -0.2 0.1 0.2
O -3.884 5.807 4.410 0.2 0.1 0.0
C -5.929 -1.635 0.134 0.0 0.0 0.0
C -0.912 1.156 -2.681 0.1 -0.2 -0.2
C 0.310 -3.561 2.232 0.0 0.0 0.0
C -0.540 -2.460 0.270 0.2 0.0 0.1
C 3.038 3.530 -0.885 0.2 0.2 0.2
C 3.351 -2.090 -1.823 0.0 0.0 0.0
C 3.053 2.776 1.444 0.2 0.3 -0.2
C -1.351 3.460 2.974 0.0 -0.1 -1.0
C -3.637 -1.648 -0.577 -0.2 0.2 0.1
C 4.622 4.438 0.689 0.0 0.0 0.0
C 4.095 4.387 -0.597 0.1 0.1 0.0
C -3.110 5.200 3.772 -0.4 -0.1 0.1
C -4.662 -1.071 0.183 0.0 -0.4 -0.3
C 2.926 -0.904 0.679 0.1 -0.3 -0.3
C -0.095 -3.494 -0.546 0.2 -0.1 0.3
C 0.557 -4.571 0.046 0.1 -0.1 0.0
C 2.275 -0.450 -0.463 -0.3 -0.2 0.1
C 0.486 1.666 -2.328 -0.4 -0.3 0.2
C -0.341 -2.480 1.653 0.1 -0.3 -0.2
C -5.125 -3.317 -1.415 -0.1 0.0 0.0
C 2.546 2.741 0.149 -0.2 0.1 0.2
C 3.805 -1.968 0.552 0.1 -0.1 0.0
C 0.755 -4.604 1.425 0.0 0.0 -0.1
C 4.106 3.639 1.709 0.1 0.1 0.0
C -6.155 -2.754 -0.664 0.1 0.0 0.0
C -3.850 -2.769 -1.379 -0.2 0.1 0.1
C 4.018 -2.556 -0.694 0.0 0.0 0.0
C -1.795 4.110 1.814 0.4 -0.8 0.3
C 2.458 -1.029 -1.715 0.2 -0.2 0.1
C -1.199 -0.348 -2.518 0.3 0.3 0.2
H -0.242 -3.484 -1.618 0.0 0.0 0.0
H -3.055 -3.225 -1.963 -0.1 0.1 0.1
H -0.706 -1.688 2.294 -0.1 0.2 0.1
H 4.502 5.013 -1.384 0.0 -0.1 0.1
H 4.526 3.684 2.709 0.0 0.0 -0.1
H -7.146 -3.194 -0.700 0.1 0.0 0.0
H 0.459 -3.599 3.309 0.0 0.0 -0.2
H 2.779 -0.448 1.647 0.0 0.1 0.1
H 2.658 2.155 2.237 0.0 -0.1 0.0
H 0.904 -5.394 -0.575 -0.1 0.1 0.1
H -2.096 -0.624 -3.055 -0.2 0.0 -0.2
H 2.635 3.495 -1.891 0.0 0.0 0.1
H 3.529 -2.544 -2.791 0.0 0.0 0.1
H -5.313 -4.191 -2.033 0.0 0.1 0.1
H -6.739 -1.204 0.715 0.1 -0.1 -0.1
H 5.447 5.110 0.903 -0.1 -0.1 0.0
H -1.667 1.730 -2.142 -0.2 0.1 0.1
H 0.547 2.740 -2.440 -0.1 0.3 -0.1
H 4.335 -2.331 1.426 0.0 0.0 -0.1
H 4.714 -3.382 -0.784 -0.1 0.1 0.0
H -4.497 -0.201 0.808 0.1 0.1 0.0
H -1.076 1.413 -3.729 0.0 0.0 -0.1
H -0.388 -0.983 -2.859 0.2 -0.1 -0.1
H 1.252 1.227 -2.949 0.2 -0.1 -0.3
H 1.954 -0.669 -2.605 0.1 0.0 0.1
H 1.257 -5.455 1.875 -0.1 0.1 -0.1